[1]
Below is a molecular structure, C6H12O, with properties calculated with ωB97M-V/def2-TZVPD.

E = -8460.598 eV
Kohn-Sham gap = 9.6 eV
HOMO energy = -9.31 eV
Energy above the lowest of the compared OMol25 structures with the same formula, charge and spin = 362.4 kJ/mol

The geometry in ORCA input format:
```
! RIJCOSX wB97M-V def2-TZVPD def2/J DEFGRID3
* xyz 0 1
C 2.0829 0.6970 -0.9704
C 1.1648 -0.5197 -0.9919
C 0.0829 -0.4010 0.0913
C -1.0950 0.4572 -0.2108
C -1.7463 0.9168 1.0576
C -0.1956 -1.6296 0.8648
O -1.1912 -1.8273 1.5339
H 2.8715 0.6299 -1.7247
H 1.5163 1.6172 -1.1543
H 2.5432 0.7842 0.0181
H 0.7359 -0.6251 -2.0078
H 1.7558 -1.4344 -0.8408
H 0.3301 0.4955 1.4271
H -1.9150 -0.1020 -0.6768
H -0.8124 1.2856 -0.8733
H -2.4718 1.7346 0.8724
H -0.5962 1.0939 1.8025
H -2.2064 0.0842 1.5950
H 0.6251 -2.3788 0.8529
*
```



[2]
Below is a single C3H9N molecule, with properties calculated with ωB97M-V/def2-TZVPD.

E = -4746.148 eV
Kohn-Sham gap = 10.0 eV
HOMO energy = -8.84 eV
Energy above the lowest of the compared OMol25 structures with the same formula, charge and spin = 92.7 kJ/mol
SMILES = CN(C)C

The geometry in ORCA input format:
```
! RIJCOSX wB97M-V def2-TZVPD def2/J DEFGRID3
* xyz 0 1
C -0.3917 1.1881 -0.5029
C 1.1449 -0.6438 -0.3914
C -0.7883 -0.6401 0.8386
H -0.0364 1.5138 -1.5077
H 0.1671 1.7650 0.3047
H -1.4388 1.5177 -0.4707
H 1.6902 -0.2449 -1.3324
H 1.1578 -1.7575 -0.5579
H 1.7097 -0.2991 0.4992
H -1.8249 -0.1268 0.9104
H -0.9641 -1.7380 0.8877
H -0.1844 -0.3107 1.7212
N -0.2409 -0.2238 -0.3988
*
```



[3]
Below is a gas-phase ion, C6H8NO4S2 (charge -1), with properties calculated with ωB97M-V/def2-TZVPD.

E = -37703.132 eV
Kohn-Sham gap = 8.1 eV
HOMO energy = -4.89 eV
Energy above the lowest of the compared OMol25 structures with the same formula, charge and spin = 0.0 kJ/mol
SMILES = C[C@]1(S(N)(=O)=O)C=C[C@@H](C(=O)[O-])S1

The geometry in ORCA input format:
```
! RIJCOSX wB97M-V def2-TZVPD def2/J DEFGRID3
* xyz -1 1
C -1.1019 1.0019 1.2020
C 0.2097 1.0761 0.9597
C -2.9045 -0.1700 -0.2997
C -1.7193 -0.3192 0.9286
C 0.8805 -0.2799 0.4496
C 2.2304 -0.7138 1.0741
N 0.0375 -0.0400 -2.1982
O -2.4696 -0.0928 -1.4713
O -4.0072 -0.0611 0.1722
O 1.7191 1.5596 -1.1987
O 2.4329 -0.6864 -1.8207
S -0.3660 -1.5313 0.3950
S 1.3619 0.1533 -1.2608
H -1.6211 1.9309 1.3776
H 0.8121 1.8719 0.9234
H -2.2809 -0.6104 1.8043
H 2.6497 -1.6009 0.6088
H 2.0400 -0.8246 2.1021
H 2.9919 0.1439 0.9869
H -1.0126 -0.1367 -1.8456
H 0.1173 -0.6705 -2.8895
*
```



[4]
Below is a molecular structure, C3H2HgLiO2, with properties calculated with ωB97M-V/def2-TZVPD.

E = -11611.516 eV
Kohn-Sham gap (alpha / beta) = 6.2 / 7.2 eV
HOMO energy (alpha / beta) = -6.92 / -8.12 eV
Energy above the lowest of the compared OMol25 structures with the same formula, charge and spin = 227.7 kJ/mol

The geometry in ORCA input format:
```
! RIJCOSX wB97M-V def2-TZVPD def2/J DEFGRID3
* xyz 0 2
C 0.3574 0.3102 0.2252
Li -1.2895 -1.6102 0.9678
O -1.1007 0.3355 0.7394
C -0.7965 0.6818 -0.6050
H -0.9078 1.7448 -0.8445
H -1.1628 0.0018 -1.3851
Hg 2.4043 0.6496 0.7557
O 1.8270 -1.0281 -0.2960
C 0.6686 -1.0853 0.4425
*
```



[5]
Below is a single C4H6O molecule, with properties calculated with ωB97M-V/def2-TZVPD.

E = -6287.569 eV
Kohn-Sham gap = 10.8 eV
HOMO energy = -9.96 eV
Energy above the lowest of the compared OMol25 structures with the same formula, charge and spin = 419.6 kJ/mol
SMILES = C#COCC

The geometry in ORCA input format:
```
! RIJCOSX wB97M-V def2-TZVPD def2/J DEFGRID3
* xyz 0 1
C 2.5355 0.6095 0.0626
C 1.6812 -0.2440 0.0331
C -1.1299 0.5287 0.2244
C -0.7588 -0.9263 -0.2504
O 0.4756 -1.3804 0.0835
H 3.2572 1.2893 0.0731
H -1.9428 0.9335 -0.3099
H -1.4249 0.6058 1.2389
H -0.3464 1.2628 0.2155
H -0.7460 -1.0690 -1.3538
H -1.6008 -1.6099 -0.0169
*
```



[6]
Below is 2 unconnected molecules or ions with the total composition C3H7N2O2, with properties calculated with ωB97M-V/def2-TZVPD.

E = -10297.391 eV
Kohn-Sham gap = 6.5 eV
HOMO energy = -2.14 eV
Energy above the lowest of the compared OMol25 structures with the same formula, charge and spin = 409.4 kJ/mol

The geometry in ORCA input format:
```
! RIJCOSX wB97M-V def2-TZVPD def2/J DEFGRID3
* xyz -1 1
C 1.4499 0.2945 -0.0386
C -0.9245 1.3607 -0.0507
C 0.4491 0.9989 0.5181
N -0.9371 -1.8324 -0.2761
N -0.7319 -1.6441 0.9378
O 2.5236 -0.0755 0.4343
O 1.1549 -0.3115 -1.3484
H -1.6228 1.1889 0.7520
H -0.9255 2.5395 -0.3158
H -0.9979 0.9047 -1.0052
H 0.9010 1.4835 1.4400
H -1.8290 -1.6563 -0.6306
H 1.2173 -1.2541 -1.3935
H 0.2730 -1.9969 0.9766
*
```



[7]
Below is a molecular structure, C28H39IrN7O5PS3, with properties calculated with ωB97M-V/def2-TZVPD.

E = -94976.564 eV
Kohn-Sham gap = 6.2 eV
HOMO energy = -6.48 eV
Energy above the lowest of the compared OMol25 structures with the same formula, charge and spin = 170.1 kJ/mol

The geometry in ORCA input format:
```
! RIJCOSX wB97M-V def2-TZVPD def2/J DEFGRID3
* xyz 0 1
Ir 1.2392 -0.7309 -0.1183
C -3.0575 -3.6979 -2.3528
C -1.7786 -4.1182 -1.6447
N -0.5571 -3.8012 -2.3962
C -0.0818 -4.7910 -3.3706
C -0.4282 -4.4143 -4.8043
C 0.1078 -2.6581 -2.2321
S -0.6620 -1.4199 -1.2755
N 1.2506 -2.5286 -2.9137
C 2.0682 -1.4948 -2.8524
O 2.2021 -0.6268 -1.9374
C 3.0167 -1.3422 -4.0001
C 3.8584 -0.2345 -4.0607
C 4.7305 -0.0785 -5.1260
C 4.7716 -1.0302 -6.1361
C 3.9376 -2.1378 -6.0778
C 3.0622 -2.2933 -5.0148
H -3.9128 -3.8961 -1.7055
H -3.1995 -4.2399 -3.2890
H -3.0432 -2.6287 -2.5657
H -1.7694 -5.1957 -1.4748
H -1.7222 -3.6237 -0.6772
H -0.5483 -5.7390 -3.1054
H 0.9941 -4.9032 -3.2546
H -1.5050 -4.3072 -4.9337
H -0.0783 -5.1892 -5.4879
H 0.0452 -3.4718 -5.0760
H 3.8150 0.5004 -3.2694
H 5.3782 0.7874 -5.1703
H 5.4536 -0.9087 -6.9680
H 3.9696 -2.8828 -6.8624
H 2.4109 -3.1536 -4.9538
N 3.6336 1.9431 1.9199
C 4.6625 1.0255 1.8697
C 4.1718 -0.0607 1.2166
N 2.8620 0.1763 0.8861
C 2.5691 1.3947 1.3086
C 1.2561 1.8957 0.9777
N 0.5552 1.1376 0.1484
C -0.7177 1.6437 0.0972
C -0.7725 2.7296 0.9141
N 0.4813 2.8864 1.4509
H 3.6823 2.8616 2.3242
H 5.6257 1.2276 2.3012
H 4.6555 -0.9914 0.9781
H -1.5157 1.1608 -0.4385
H -1.6048 3.3474 1.1961
H 0.7016 3.5033 2.2131
O 0.0142 0.1838 3.3856
C 0.0859 -0.9316 2.9446
C -0.1803 -2.2530 3.6594
C 0.4866 -3.3321 2.7831
C 0.8488 -2.5408 1.5642
O 1.4296 -2.8553 0.4793
N 0.5563 -1.2620 1.6758
H -1.2647 -2.3728 3.6837
H 0.1981 -2.2135 4.6783
H -0.1710 -4.1622 2.5274
H 1.3921 -3.7475 3.2285
C -6.2943 -1.9007 0.8783
C -5.9839 -0.5248 0.3133
C -5.2641 -0.5832 -1.0238
O -5.2673 0.3378 1.2172
P -4.0468 -0.0199 2.2035
S -3.3725 1.6884 2.8871
S -2.7552 -1.2803 1.3502
O -4.8765 -0.8188 3.3480
C -4.2676 -1.7598 4.2371
C -3.4094 -1.0586 5.2758
C -5.4002 -2.5515 4.8624
H -6.9395 -2.4286 0.1715
H -6.8135 -1.8184 1.8319
H -5.3816 -2.4787 1.0249
H -6.9311 0.0041 0.1774
H -4.3190 -1.1166 -0.9205
H -5.0612 0.4263 -1.3833
H -5.8891 -1.0949 -1.7601
H -3.6441 -2.4299 3.6327
H -4.0178 -0.3578 5.8511
H -2.6077 -0.4878 4.8050
H -2.9764 -1.7947 5.9583
H -6.0525 -1.8865 5.4316
H -5.0042 -3.3122 5.5374
H -5.9939 -3.0439 4.0917
*
```



[8]
Below is 3 unconnected molecules or ions with the total composition C3H11NOS, with properties calculated with ωB97M-V/def2-TZVPD.

E = -17658.896 eV
Kohn-Sham gap = 7.7 eV
HOMO energy = -9.02 eV
Energy above the lowest of the compared OMol25 structures with the same formula, charge and spin = 340.2 kJ/mol

The geometry in ORCA input format:
```
! RIJCOSX wB97M-V def2-TZVPD def2/J DEFGRID3
* xyz 0 1
C -1.9413 -0.5397 0.6533
C -0.5985 -0.2710 0.0059
C 0.5628 -0.8891 0.8834
S 2.1281 -0.2972 0.1904
N -3.1065 -0.3082 -0.2226
H -2.0624 -1.5342 1.1776
H -2.0841 0.1542 1.4749
H -0.4921 0.8178 -0.0465
H -0.6086 -0.7272 -1.0421
H 0.3760 -0.5720 1.9514
H 0.4629 -1.9958 0.9350
H 1.1362 1.1464 1.0556
H -3.3593 -1.1498 -0.6226
H -2.8646 0.2808 -1.0013
H 1.4709 1.5787 -0.8655
H 1.2453 2.3779 -2.2490
O 0.7922 2.0918 -1.4390
*
```



[9]
Below is a single C4H3NOS molecule, with properties calculated with ωB97M-V/def2-TZVPD.

E = -18565.773 eV
Kohn-Sham gap = 8.3 eV
HOMO energy = -9.19 eV
Energy above the lowest of the compared OMol25 structures with the same formula, charge and spin = 239.3 kJ/mol
SMILES = C#C/C(C=O)=N/S

The geometry in ORCA input format:
```
! RIJCOSX wB97M-V def2-TZVPD def2/J DEFGRID3
* xyz 0 1
C -0.0208 0.0874 0.0274
C -0.0586 1.5924 0.1099
C -1.2381 -0.6642 0.0024
C -2.1874 -1.4265 0.0096
H 3.1382 -1.1878 -0.2783
H 0.8811 2.0686 0.3661
H -3.0577 -2.0540 0.0747
N 1.0244 -0.6634 -0.1636
O -1.0422 2.2618 -0.1582
S 2.5612 -0.0142 0.0101
*
```



[10]
Below is a single C30H31BrClN3O4 molecule, with properties calculated with ωB97M-V/def2-TZVPD.

E = -126842.177 eV
Kohn-Sham gap = 9.4 eV
HOMO energy = -8.96 eV
Energy above the lowest of the compared OMol25 structures with the same formula, charge and spin = 9.9 kJ/mol
SMILES = CC(C)C[C@@]12C(=O)N(c3cccc(Br)c3)C(=O)N1[C@H](c1ccc(Cl)cc1)[C@@H]1C(=O)N(C3CCCCC3)C(=O)[C@@H]12

The geometry in ORCA input format:
```
! RIJCOSX wB97M-V def2-TZVPD def2/J DEFGRID3
* xyz 0 1
C 2.7972 3.2883 2.1606
H 3.2838 3.8112 2.9802
H 2.5226 2.3001 2.5183
H 3.5132 3.2046 1.3438
C 1.5575 4.0638 1.7251
C 1.9191 5.5233 1.4500
H 1.0407 6.0938 1.1572
H 2.3397 5.9802 2.3416
H 2.6554 5.5908 0.6514
H 0.8366 4.0342 2.5459
C 0.9000 3.4850 0.4649
H 0.0331 4.1058 0.2223
H 1.6024 3.5618 -0.3690
C 0.3944 2.0271 0.5296
N -0.6136 1.8176 -0.4942
C -1.8200 1.4683 0.0211
O -2.8478 1.2489 -0.5607
N -1.6586 1.4509 1.4253
C -0.3737 1.7427 1.8199
O 0.0181 1.8387 2.9490
C -2.6881 1.0691 2.3146
C -3.9795 1.5490 2.1383
C -4.9750 1.1578 3.0165
C -4.6935 0.3064 4.0705
C -3.3988 -0.1601 4.2261
C -2.3864 0.2019 3.3578
H -1.3827 -0.1732 3.4827
Br -3.0041 -1.3434 5.6601
H -5.4663 0.0051 4.7604
H -5.9808 1.5245 2.8823
H -4.2007 2.2076 1.3148
C -0.0227 1.4736 -1.7755
C -0.8486 0.5313 -2.6098
C -1.3936 -0.6289 -2.0744
C -2.1256 -1.4944 -2.8632
C -2.3050 -1.2051 -4.2061
C -1.7649 -0.0566 -4.7600
C -1.0436 0.8060 -3.9564
H -0.6250 1.7034 -4.3874
H -1.9095 0.1605 -5.8063
Cl -3.2098 -2.2878 -5.1967
H -2.5564 -2.3886 -2.4415
H -1.2631 -0.8611 -1.0281
H 0.1260 2.4018 -2.3426
C 1.3830 0.8955 -1.3893
C 1.5222 -0.5963 -1.6661
O 1.7278 -1.1092 -2.7318
N 1.3785 -1.2573 -0.4650
C 1.1737 -0.4120 0.6051
O 0.8315 -0.7613 1.7021
C 1.4681 1.0056 0.1338
H 2.4561 1.2849 0.4990
C 1.4645 -2.7064 -0.2915
C 0.3867 -3.4440 -1.0827
C 0.5157 -4.9481 -0.8568
C 1.9037 -5.4375 -1.2552
C 2.9721 -4.6957 -0.4591
C 2.8572 -3.1930 -0.6940
H 3.0169 -2.9741 -1.7509
H 3.6143 -2.6607 -0.1127
H 3.9656 -5.0354 -0.7564
H 2.8486 -4.9088 0.6052
H 1.9844 -6.5109 -1.0761
H 2.0582 -5.2601 -2.3213
H -0.2458 -5.4672 -1.4410
H 0.3405 -5.1724 0.1981
H 0.4991 -3.2146 -2.1435
H -0.6003 -3.1093 -0.7596
H 1.3100 -2.8758 0.7810
H 2.1657 1.4283 -1.9297
*
```



[11]
Below is 2 unconnected molecules or ions with the total composition C4H11N2O, with properties calculated with ωB97M-V/def2-TZVPD.

E = -9342.019 eV
Kohn-Sham gap (alpha / beta) = 7.2 / 9.2 eV
HOMO energy (alpha / beta) = -13.31 / -13.85 eV
Energy above the lowest of the compared OMol25 structures with the same formula, charge and spin = 659.8 kJ/mol

The geometry in ORCA input format:
```
! RIJCOSX wB97M-V def2-TZVPD def2/J DEFGRID3
* xyz 1 1
C -0.7884 -0.2392 0.3091
C -2.9283 -0.2483 -0.7721
C 1.7888 -0.9815 -1.2924
C 2.5410 0.3986 0.6017
N -1.5219 -0.0243 -0.7214
N 1.6399 0.1247 -0.4280
O -1.2555 -0.5867 1.4640
H -3.2734 0.0393 -1.7396
H -3.1093 -1.3419 -0.8410
H -3.4771 0.3477 0.0504
H 0.6742 -1.1115 -1.6057
H 2.2848 -1.8474 -1.1097
H 2.2817 -0.3920 -2.0766
H 3.5863 0.3963 0.4086
H 2.3681 -0.2730 1.4255
H 2.1977 1.4479 0.9581
H -1.0845 0.3302 -1.6287
H -2.2202 -0.4298 1.5524
*
```



[12]
Below is a molecular structure, C30H28N2SiSr, with properties calculated with ωB97M-V/def2-TZVPD.

E = -43257.336 eV
Kohn-Sham gap = 4.1 eV
HOMO energy = -5.24 eV
Energy above the lowest of the compared OMol25 structures with the same formula, charge and spin = 0.0 kJ/mol

The geometry in ORCA input format:
```
! RIJCOSX wB97M-V def2-TZVPD def2/J DEFGRID3
* xyz 0 1
C 1.3060 3.0291 0.8250
C 0.3376 3.0507 -0.2260
C -0.9568 2.9082 0.3581
H 0.5364 3.2650 -1.2834
C -0.7991 2.7910 1.7639
C 0.6089 2.8833 2.0546
H 1.1002 2.8250 3.0376
H 2.3938 3.1380 0.7242
H -1.9143 2.9833 -0.1720
H -1.6268 2.6667 2.4756
Sr 0.3375 0.4823 1.1327
C -1.2840 -2.9311 -4.7564
H -1.9917 -2.9460 -3.9263
H -1.5782 -2.1670 -5.4791
H -0.2792 -2.7217 -4.3867
Si 0.0475 -0.2252 -2.0466
C 1.7739 -0.0679 -2.7105
C 2.5775 1.0953 -2.6864
H 2.2227 1.9967 -2.1734
C 3.8397 1.0937 -3.2962
H 4.4338 2.0016 -3.3187
C 4.3433 -0.0627 -3.8943
H 5.3157 -0.0573 -4.3845
C 3.5818 -1.2299 -3.8651
H 3.9633 -2.1376 -4.3205
C 2.3198 -1.2446 -3.2636
H 1.7428 -2.1723 -3.1982
C -1.0692 0.9620 -2.9020
C -0.6487 1.5566 -4.1120
H 0.3405 1.3151 -4.5138
C -1.4773 2.4570 -4.7905
H -1.1432 2.8733 -5.7349
C -2.7222 2.8053 -4.2708
H -3.3735 3.4874 -4.8140
C -3.1290 2.2679 -3.0476
H -4.0930 2.5457 -2.6331
C -2.3120 1.3695 -2.3591
H -2.6207 0.9714 -1.3850
H -0.5065 -1.6369 -2.0034
H -1.2882 -3.9087 -5.2470
C 0.0147 -4.0258 1.6639
C 0.0742 -2.6803 1.2530
N -0.0719 -1.6637 2.1219
C -0.2411 -1.8429 3.4549
C -0.3093 -3.1857 3.9404
C -0.1828 -4.2685 3.0233
C -0.5139 -3.3473 5.3475
C -0.6356 -2.2809 6.2082
C -0.5712 -0.9288 5.7666
C -0.7120 0.1867 6.6371
C -0.6635 1.4835 6.1252
C -0.4819 1.6133 4.7380
N -0.3132 0.5891 3.8909
C -0.3685 -0.6938 4.3666
H 0.1161 -4.8182 0.9253
H 0.2329 -2.3913 0.2136
H -0.2410 -5.2886 3.3898
H -0.5751 -4.3678 5.7388
H -0.7957 -2.4249 7.2847
H -0.8553 0.0120 7.7005
H -0.7499 2.3956 6.7317
H -0.4652 2.6165 4.3075
*
```